No. 1
Computed, not measured: C3H3LiO3Tl as an isolated structure in a non-equilibrium geometry, with the ωB97M-V functional and the def2-TZVPD basis.

Each line ends with the Löwdin charge.
CARTESIAN COORDINATES (ANGSTROEM)
1 H 1.238 1.067 -0.303  0.136
2 C 0.942 0.080 0.146  -0.426
3 C 2.255 -0.640 0.249  -0.223
4 O 2.465 -1.755 -0.204  -0.163
5 O -0.062 -0.567 -0.485  -0.531
6 H 0.736 0.368 1.214  0.133
7 H 3.090 -0.064 0.710  0.144
8 Tl 0.513 -2.520 -1.161  0.921
9 C -2.456 1.118 -0.575  0.129
10 O -3.337 1.428 0.079  -0.035
11 Li -5.384 1.484 0.328  0.914

HOMO, eV: -10.74
Total charge: +1

=====

No. 2
Computed, not measured: C46H38I2N3OPSe2Tc as an isolated structure, with the ωB97M-V functional and the def2-TZVPD basis.

Each line ends with the Mulliken spin population.
CARTESIAN COORDINATES (ANGSTROEM)
1 Tc -1.139 0.537 0.701  1.261
2 C -4.921 -3.396 3.313  0.001
3 C -5.707 -2.667 2.431  0.001
4 C -5.109 -1.887 1.456  0.005
5 C -3.718 -1.835 1.361  -0.020
6 C -2.936 -2.557 2.255  0.013
7 C -3.538 -3.340 3.227  0.006
8 P -2.920 -0.804 0.125  0.021
9 C -3.286 0.895 0.319  -0.026
10 C -4.071 1.294 1.503  0.018
11 C -4.685 2.479 1.566  -0.023
12 C -4.631 3.422 0.455  0.007
13 C -3.947 3.145 -0.651  -0.016
14 C -3.147 1.882 -0.831  -0.028
15 C -3.060 -1.626 -1.495  -0.070
16 C -4.103 -2.515 -1.770  0.112
17 C -4.143 -3.157 -2.999  -0.043
18 C -3.152 -2.952 -3.944  0.100
19 C -2.067 -2.099 -3.691  -0.074
20 C -1.049 -1.925 -4.716  0.416
21 C 0.274 -1.483 -4.659  -0.046
22 C 0.976 -1.145 -3.518  0.314
23 C -0.983 -0.441 -2.229  -0.041
24 C -2.073 -1.427 -2.451  0.076
25 H -5.390 -4.001 4.078  0.000
26 H -6.786 -2.698 2.509  0.000
27 H -5.719 -1.294 0.785  0.000
28 H -1.856 -2.481 2.211  0.016
29 H -2.926 -3.892 3.928  0.000
30 H -4.123 0.613 2.337  -0.001
31 H -5.240 2.746 2.456  -0.001
32 H -5.170 4.358 0.539  0.000
33 H -3.928 3.852 -1.470  0.000
34 H -3.460 1.415 -1.773  -0.004
35 H -4.871 -2.709 -1.034  0.011
36 H -4.957 -3.835 -3.218  -0.001
37 H -3.203 -3.473 -4.892  -0.001
38 H -1.372 -2.265 -5.694  0.009
39 H 0.816 -1.473 -5.599  0.001
40 H 2.433 -0.840 -2.151  0.003
41 I -3.254 0.605 5.318  0.010
42 C -1.309 1.073 4.762  0.217
43 C -0.409 1.536 5.722  -0.102
44 C 0.899 1.753 5.365  0.179
45 I 2.190 2.427 6.861  0.000
46 C 1.378 1.531 4.038  -0.095
47 C 2.691 1.695 3.662  0.479
48 C 3.153 1.439 2.285  0.044
49 C 2.085 0.906 1.277  -0.021
50 N 0.674 0.939 1.699  0.017
51 C 0.428 1.111 3.049  0.256
52 C -0.890 0.851 3.458  -0.083
53 O -1.718 0.370 2.537  -0.008
54 H -0.739 1.707 6.736  -0.003
55 H 3.427 2.035 4.379  0.006
56 H 3.962 0.701 2.323  0.024
57 H 2.341 -0.124 1.006  -0.025
58 Se 3.470 0.538 -3.745  0.028
59 Se 4.537 0.605 -1.657  0.007
60 C 3.628 1.720 -0.389  0.000
61 C 4.460 2.356 0.435  0.020
62 C 3.782 2.768 1.702  0.025
63 C 2.614 3.636 1.320  0.014
64 C 1.838 3.048 0.426  -0.007
65 N 2.236 1.710 0.007  0.008
66 C 2.446 -1.060 -3.215  -0.018
67 C 3.048 -2.417 -3.274  0.066
68 C 2.616 -3.262 -2.324  -0.013
69 C 1.643 -2.908 -1.299  0.065
70 C 0.677 -1.955 -1.301  -0.038
71 N 0.297 -1.103 -2.319  0.093
72 H 5.518 2.487 0.253  0.001
73 H 4.453 3.223 2.427  -0.013
74 H 2.410 4.597 1.769  -0.003
75 H 0.893 3.419 0.069  -0.002
76 H 3.756 -2.713 -4.037  0.002
77 H 3.027 -4.263 -2.267  0.002
78 H 1.678 -3.496 -0.390  0.001
79 H 0.060 -1.855 -0.411  -0.029
80 C 0.442 2.533 -2.345  -0.001
81 C -1.029 2.148 -2.268  0.019
82 C -1.791 3.230 -3.055  0.000
83 C -1.214 0.830 -3.045  0.020
84 C -1.616 2.074 -0.817  -0.006
85 H 0.746 2.578 -3.393  0.000
86 H 1.085 1.819 -1.838  0.006
87 H 0.616 3.521 -1.920  0.001
88 H -1.359 3.322 -4.054  -0.001
89 H -1.703 4.200 -2.564  -0.001
90 H -2.848 2.997 -3.180  0.000
91 H -0.572 0.848 -3.927  -0.017
92 H -2.236 0.772 -3.425  -0.006
93 H -1.038 -0.094 -1.189  -0.050
94 H -1.361 3.011 -0.302  -0.064

HOMO (spin up / spin down), eV: -6.21 / -7.15
Total charge: 0
Multiplicity: 4

=====

No. 3
Computed, not measured: a 2-piece molecular cluster, C5H15N3 overall in a non-equilibrium geometry, with the ωB97M-V functional and the def2-TZVPD basis.

Each line ends with the Löwdin charge.
CARTESIAN COORDINATES (ANGSTROEM)
1 C 0.888 0.348 -1.642  -0.080
2 C 0.100 0.442 -0.365  -0.465
3 C -1.117 -0.533 -0.395  -0.143
4 C -0.645 -1.827 -1.051  -0.306
5 N 0.607 -2.448 -0.404  0.045
6 N 0.966 0.208 0.766  0.036
7 C 0.170 0.378 2.030  -0.335
8 N -0.980 1.232 1.968  0.080
9 H 0.293 0.354 -2.548  0.085
10 H 1.344 -0.640 -1.591  0.055
11 H 1.730 1.041 -1.623  0.080
12 H -0.368 1.485 -0.251  0.117
13 H -1.390 -0.693 0.677  0.088
14 H -2.066 -0.221 -0.911  0.132
15 H -1.399 -2.613 -1.192  0.113
16 H -0.310 -1.680 -2.096  0.086
17 H 1.082 -0.858 0.713  0.101
18 H 0.169 -2.666 0.512  0.020
19 H 1.243 3.809 -0.197  0.025
20 H 0.973 0.748 2.667  0.132
21 H 0.506 3.696 -0.099  0.015
22 H -1.635 1.038 2.663  -0.003
23 H -0.161 -0.601 2.367  0.120

HOMO, eV: -7.37
Total charge: 0

=====

No. 4
Computed, not measured: a 2-piece molecular cluster, C8H16Br2NO overall in a non-equilibrium geometry, with the ωB97M-V functional and the def2-TZVPD basis.

Each line ends with the Mulliken spin population.
CARTESIAN COORDINATES (ANGSTROEM)
1 C -0.736 1.414 2.690  0.000
2 C 0.439 1.746 1.794  0.007
3 C -1.489 0.172 2.148  0.000
4 C -0.034 1.849 0.323  0.047
5 C -1.687 0.139 0.677  0.036
6 C 1.732 -2.769 -3.097  0.011
7 C -0.633 0.201 -1.528  0.722
8 C 1.370 -2.503 -1.656  0.808
9 N -0.430 0.484 -0.147  0.028
10 O 0.375 0.589 -2.335  0.165
11 Br 2.511 -1.163 -0.742  0.037
12 Br 0.710 -3.916 -0.554  0.080
13 H -0.484 1.263 3.787  0.000
14 H -1.419 2.302 2.742  0.000
15 H 0.798 2.730 2.033  0.003
16 H 1.130 0.963 1.952  -0.002
17 H -0.831 -0.686 2.449  0.003
18 H -2.359 0.103 2.831  0.000
19 H -0.801 2.624 0.309  -0.003
20 H 0.693 2.197 -0.298  -0.006
21 H -1.924 -0.964 0.529  -0.016
22 H -2.601 0.782 0.217  -0.003
23 H 2.800 -2.680 -3.181  0.032
24 H 1.359 -1.976 -3.759  0.026
25 H 1.394 -3.767 -3.350  0.005
26 H -1.538 0.186 -1.946  0.026
27 H 0.394 -0.070 0.097  0.008
28 H 1.265 0.752 -1.985  -0.010

HOMO (spin up / spin down), eV: -11.54 / -13.86
Total charge: +1
Multiplicity: 3

=====

No. 5
Computed, not measured: C18H20N2O4S2 as an isolated structure in a non-equilibrium geometry, with the ωB97M-V functional and the def2-TZVPD basis.

Each line ends with the Löwdin charge.
CARTESIAN COORDINATES (ANGSTROEM)
1 C -5.902 -1.741 1.910  0.025
2 H -5.885 -2.657 1.215  0.092
3 O -5.169 -0.610 1.082  -0.130
4 C -4.000 -0.929 0.622  -0.223
5 C -3.279 -2.220 0.708  -0.042
6 C -2.075 -2.225 0.394  -0.229
7 C -1.594 -1.220 -0.223  -0.132
8 C -2.253 0.082 -0.737  0.094
9 C -3.563 0.202 -0.187  -0.248
10 N -4.276 1.254 -0.274  0.121
11 C -4.030 2.720 -0.759  -0.543
12 O -2.970 2.904 -1.272  0.147
13 C -5.119 3.299 -0.906  -0.032
14 H -5.928 3.164 -1.362  0.011
15 H -4.830 4.413 -1.341  0.182
16 H -5.580 3.610 0.344  0.230
17 H -5.218 1.019 0.144  0.154
18 H -1.845 0.808 -1.114  -0.016
19 S 0.244 -1.100 -1.138  0.742
20 O 0.716 -2.375 -0.490  -0.374
21 O 0.026 -0.966 -2.576  -0.306
22 N 0.763 0.190 -0.186  -0.127
23 H 0.991 0.984 -0.919  0.170
24 C 1.939 -0.083 0.721  -0.275
25 C 3.333 0.153 -0.406  -0.051
26 C 3.499 -0.396 -1.505  -0.189
27 C 4.606 -0.517 -2.210  0.014
28 C 5.771 0.328 -1.627  0.080
29 C 5.602 0.517 -0.161  -0.195
30 C 4.528 0.418 0.520  -0.566
31 S 4.605 1.090 2.083  0.971
32 C 2.927 0.473 2.645  -0.433
33 C 1.914 0.847 1.771  -0.349
34 H 0.873 0.550 2.174  0.179
35 H 1.940 1.776 1.419  0.093
36 H 2.867 1.277 3.724  0.175
37 H 3.011 -0.558 2.842  0.069
38 H 6.557 0.954 0.495  0.142
39 H 6.644 0.290 -2.126  0.040
40 H 4.508 -0.524 -3.143  0.025
41 H 2.611 -0.890 -1.812  0.092
42 H 1.741 -1.098 1.125  0.144
43 H -1.516 -3.060 0.526  0.104
44 H -3.755 -3.008 1.453  0.145
45 H -7.054 -1.312 1.995  0.147
46 H -5.260 -2.033 2.738  0.069

HOMO, eV: -7.42
Total charge: 0

=====

No. 6
Computed, not measured: C24H18Cl2CrIN7O2Se2 as an isolated structure in a non-equilibrium geometry, with the ωB97M-V functional and the def2-TZVPD basis.

Each line ends with the Mulliken spin population.
CARTESIAN COORDINATES (ANGSTROEM)
1 Cr 0.081 -0.387 0.069  3.007
2 Cl -4.813 4.730 1.925  0.001
3 C -3.534 3.725 1.339  0.005
4 C -2.477 4.309 0.619  0.001
5 C -1.452 3.542 0.134  0.001
6 Cl -0.151 4.282 -0.724  0.001
7 C -1.416 2.135 0.323  -0.004
8 O -0.450 1.448 -0.186  -0.074
9 C -2.481 1.578 1.082  0.037
10 C -2.526 0.193 1.382  0.008
11 O -1.661 -0.660 1.107  -0.038
12 C -3.535 2.386 1.571  0.001
13 H -2.473 5.378 0.446  0.000
14 H -3.405 -0.157 1.934  -0.003
15 H -4.338 1.930 2.139  0.001
16 N -2.621 -1.715 -2.839  0.003
17 C -2.048 -0.634 -2.309  0.013
18 N -1.154 -1.045 -1.436  -0.004
19 C -1.235 -2.409 -1.473  0.021
20 N -2.120 -2.854 -2.320  -0.001
21 C -0.353 -3.158 -0.577  0.014
22 C -0.244 -4.536 -0.529  0.003
23 N 0.585 -5.138 0.317  0.004
24 C 1.320 -4.359 1.102  -0.002
25 C 1.231 -2.975 1.059  0.009
26 N 0.385 -2.375 0.225  -0.117
27 H -3.327 -1.759 -3.557  -0.001
28 H -2.261 0.388 -2.587  -0.001
29 H -0.837 -5.155 -1.192  0.000
30 H 1.999 -4.848 1.789  0.000
31 H 1.850 -2.336 1.676  0.001
32 Se 3.697 -0.119 0.782  0.006
33 Se 2.736 1.970 0.945  0.001
34 C 1.424 1.443 2.245  0.017
35 C 1.276 2.208 3.393  -0.005
36 C 0.526 1.710 4.443  0.006
37 C -0.015 0.437 4.329  -0.007
38 C 0.130 -0.233 3.135  0.021
39 N 0.786 0.275 2.077  0.014
40 C 2.947 -0.597 -0.936  -0.036
41 C 3.833 -1.085 -1.826  0.061
42 C 3.375 -1.361 -3.175  -0.016
43 C 2.206 -0.860 -3.574  0.026
44 C 1.350 -0.051 -2.639  0.013
45 N 1.634 -0.311 -1.208  0.008
46 H 1.797 3.152 3.464  0.000
47 H 0.411 2.280 5.356  0.000
48 H -0.550 -0.025 5.148  0.000
49 H -0.314 -1.210 3.001  -0.002
50 H 4.867 -1.222 -1.544  0.004
51 H 4.016 -1.896 -3.865  -0.001
52 H 1.854 -0.967 -4.594  0.001
53 H 0.325 -0.339 -2.835  -0.006
54 I 0.236 2.018 -4.581  0.002
55 C 1.435 1.462 -2.899  0.009
56 H 2.454 1.787 -3.096  0.000
57 H 1.027 2.010 -2.055  -0.001

HOMO (spin up / spin down), eV: -9.60 / -9.64
Total charge: +1
Multiplicity: 4